No. 1
ORCA calculation (ωB97M-V with the def2-TZVPD basis set) on C4H5ORb as an isolated structure.

Values from the calculation:
Multiplicity: 2
Energy relative to the best compared isomer or geometry (same formula, charge and spin), kJ/mol: 0.00
LUMO level (spin up / spin down), eV: -4.1 / -4.1
HOMO-LUMO gap (spin up / spin down), eV: 7.06 / 7.81
Total charge: +1
Expectation value of S²: 0.77

```
11
Properties=species:S:1:pos:R:3:forces:R:3:lowdin_charge:R:1
Rb -1.297944 -3.857012 -4.220789 0.1 0.2 0.2 0.961
O -0.308075 -1.422317 -1.205353 0.0 -1.1 0.2 -0.028
C -0.144184 1.024749 0.355650 -1.1 1.6 0.7 -0.173
C 0.827154 -0.020794 0.348442 -1.0 -2.3 1.8 -0.076
C 0.630312 -1.216885 -0.439494 1.1 4.0 -1.6 -0.312
C -0.618462 1.588994 1.500442 0.3 -0.8 -0.9 0.066
H -0.277022 1.247363 2.479940 0.1 0.2 -0.3 0.073
H 1.709100 -0.825706 -0.890832 -0.1 -1.7 0.2 0.182
H 1.503967 -0.127709 1.200557 0.3 0.2 -0.6 0.123
H -0.559447 1.333695 -0.607398 0.0 -0.2 0.3 0.114
H -1.465400 2.275622 1.478834 0.4 -0.1 0.0 0.069
```
Forces are in eV/Å.

=====

No. 2
ORCA calculation (ωB97M-V with the def2-TZVPD basis set) on C26H15F4N7O3RuS2 as an isolated structure.

Values from the calculation:
Multiplicity: 5
LUMO level (spin up / spin down), eV: -6.6 / -9.2
HOMO-LUMO gap (spin up / spin down), eV: 7.02 / 5.62
Total charge: +2
Expectation value of S²: 6.07

```
58
Properties=species:S:1:pos:R:3:forces:R:3:lowdin_charge:R:1
Ru -0.177491 -1.253183 0.825404 0.0 -0.1 0.0 0.996
S -1.785579 -2.877428 1.328356 0.0 0.0 0.0 0.763
S -0.164503 -2.625426 -0.994465 0.0 0.0 0.0 0.786
F 4.049781 -0.615025 -0.574319 0.0 0.0 0.0 0.129
F 7.000342 3.400465 -2.681844 0.0 0.0 0.0 0.172
F 6.619409 -1.026384 -1.134840 0.0 0.0 0.0 0.161
F 4.428876 3.801983 -2.181383 0.0 0.0 0.0 0.169
O 1.313047 -2.201662 1.650801 0.0 0.0 0.0 -0.249
O -0.010878 -0.455784 2.685392 0.0 0.0 0.0 -0.178
O -1.898143 -4.557340 -0.749097 0.0 0.0 0.0 -0.099
N 0.927013 -1.025242 3.389312 0.0 0.0 0.1 -0.155
N -1.731732 0.126690 0.391289 0.0 0.0 0.0 -0.020
N 9.751685 -0.217726 -0.441646 0.0 0.0 0.0 0.244
N 1.631232 -1.944148 2.880491 0.0 0.0 -0.1 0.087
N 1.359698 3.928475 -1.519231 0.0 0.0 0.0 0.247
N 9.285854 1.743355 -4.442340 0.0 0.0 0.0 0.250
N 1.146592 0.138202 -0.033692 0.0 0.0 0.1 0.121
C 0.261035 0.324400 5.294307 0.0 0.0 0.0 -0.001
C -1.776830 0.534092 -2.028242 0.0 0.0 0.0 -0.049
C -2.373155 -0.034670 -0.915762 0.0 0.0 0.0 -0.332
C -2.928244 -5.331096 -0.052066 0.0 0.0 0.0 0.015
C 4.950143 2.620830 -1.919116 0.0 0.0 0.0 -0.118
C -2.359193 0.343997 -3.271341 0.0 0.0 0.0 -0.042
C -3.541665 -0.769691 -1.010602 0.0 0.0 0.0 -0.053
C 6.890358 1.178652 -1.925124 0.0 0.0 0.0 0.002
C 2.764801 1.830862 -1.070324 0.0 0.0 0.1 -0.073
C -3.521338 -0.407672 -3.389962 0.0 0.0 0.0 -0.044
C 2.231252 -1.105430 5.452128 0.0 0.0 0.0 0.001
C 2.051387 3.022718 -1.343114 0.0 0.0 0.0 -0.158
C 0.469543 0.735158 6.600000 0.0 0.0 0.0 -0.038
C 8.866983 1.377113 -3.429089 0.0 0.1 0.0 -0.142
C 8.323652 0.954889 -2.209224 0.0 0.0 0.0 -0.096
C 6.098006 0.163453 -1.378432 0.0 0.0 0.0 -0.141
C 6.290235 2.406198 -2.186173 0.0 0.0 0.0 -0.135
C 1.149133 -0.589783 4.749324 0.0 0.0 0.0 -0.164
C -1.386933 -3.534361 -0.192742 0.0 0.0 0.0 -1.136
C 9.126311 0.319751 -1.251256 0.0 -0.1 0.0 -0.144
C 1.928603 0.859748 -0.469628 0.0 0.0 -0.2 -0.059
C 4.771928 0.376633 -1.098459 0.0 0.0 0.0 -0.125
C -4.115290 -0.954451 -2.261240 0.0 0.0 0.0 -0.045
C 1.541480 0.235380 7.326922 0.0 0.0 0.0 -0.031
C 2.417229 -0.680305 6.754257 0.0 0.0 0.0 -0.036
C 4.144505 1.610400 -1.359493 0.0 0.0 0.0 -0.021
H -0.877421 1.131403 -1.929627 0.0 0.0 0.0 0.105
H -1.338379 1.064955 0.458086 0.0 0.0 0.0 0.122
H -3.789349 -4.690707 0.124746 0.0 0.0 0.0 0.102
H -4.014870 -1.174885 -0.123754 0.0 0.0 0.0 0.110
H 3.251060 -1.065378 7.324068 0.0 0.0 0.0 0.123
H -5.038268 -1.511207 -2.349492 0.0 0.0 0.0 0.120
H -0.570744 0.702099 4.719700 0.0 0.0 0.0 0.116
H -2.511400 -5.711148 0.877892 0.0 0.0 0.0 0.106
H -3.975284 -0.549260 -4.360855 0.0 0.0 0.0 0.121
H -0.209424 1.445612 7.049908 0.0 0.0 0.0 0.122
H -3.172224 -6.138909 -0.730359 0.0 0.0 0.0 0.114
H -1.911372 0.793110 -4.147070 0.0 0.0 0.0 0.121
H -2.437732 0.061700 1.122913 0.0 0.0 0.0 0.115
H 1.696693 0.560452 8.346500 0.0 0.0 0.0 0.124
H 2.906437 -1.815549 4.998006 0.0 0.0 0.0 0.120
```
Forces are in eV/Å.

=====

No. 3
ORCA calculation (ωB97M-V with the def2-TZVPD basis set) on C33H45AuBrN3Si2Te as an isolated structure.

Values from the calculation:
Multiplicity: 3
Energy relative to the best compared isomer or geometry (same formula, charge and spin), kJ/mol: 32.65
LUMO level (spin up / spin down), eV: 0.5 / -1.7
HOMO-LUMO gap (spin up / spin down), eV: 8.28 / 5.94
Expectation value of S²: 2.01

```
86
Properties=species:S:1:pos:R:3:forces:R:3:lowdin_charge:R:1
Au -0.280703 0.106412 -0.128645 -0.1 -0.2 -0.1 1.026
Te 1.119550 -3.339922 1.268194 0.0 0.1 0.1 1.075
Br 0.439222 7.493569 0.656842 0.0 0.0 0.0 0.755
Si -2.696519 -1.276793 -1.681904 0.1 0.0 0.0 0.373
Si -3.101074 1.688939 -0.510778 0.1 0.1 0.0 0.385
N 0.007953 0.086649 2.002931 0.0 0.1 -0.1 -0.078
N 1.883762 0.020171 0.065397 -0.1 0.0 0.0 -0.118
N 0.574615 2.888650 0.003411 0.0 0.0 0.0 0.060
C -2.478234 2.545726 -2.072629 -0.1 0.0 0.0 -0.182
C -0.443577 -7.413362 1.361780 0.0 0.0 0.0 -0.024
C 0.688282 3.414041 1.219953 0.1 0.0 0.0 -0.147
C 0.609013 -5.318858 0.809970 0.0 0.1 0.0 -0.545
C -2.342990 -0.010318 -0.344633 -0.1 0.0 0.0 -0.521
C 0.499590 5.625190 0.391650 0.0 0.0 0.0 -0.689
C 0.432056 3.723773 -1.018610 0.1 0.0 0.0 -0.156
C -2.740918 2.724962 1.012335 0.1 -0.1 0.0 -0.176
C 2.444500 3.052573 -3.882972 0.0 0.0 0.0 -0.099
C -4.982464 1.644266 -0.612132 0.1 0.0 0.0 -0.184
C 1.335923 0.132906 2.338309 0.1 -0.1 0.0 -0.419
C 0.381846 5.103303 -0.883473 0.0 0.0 0.0 -0.095
C 0.994667 -5.859395 -0.432271 0.0 0.0 -0.1 -0.326
C 1.461427 0.193844 3.725313 0.0 0.0 0.0 -0.058
C -0.128000 -6.106068 1.712899 0.0 -0.1 0.0 -0.320
C 3.280798 3.197312 -2.783178 0.0 0.0 0.0 -0.089
C 2.822222 -0.133178 -1.027788 0.1 -0.1 0.0 -0.182
C -0.419620 -9.383031 -0.193178 0.0 0.0 0.0 -0.048
C -0.061207 -7.965231 0.150538 0.0 0.0 0.0 -0.262
C 1.729105 1.877694 -4.054650 0.0 0.0 0.0 -0.085
C 0.655947 -7.170726 -0.734242 0.0 0.0 0.0 -0.019
C 2.287925 0.071239 1.281807 0.0 0.0 0.1 -0.152
C -0.632329 -5.618527 3.042623 0.0 0.1 0.1 -0.096
C 0.159547 0.199666 4.233148 0.0 0.0 0.0 -0.093
C -4.535664 -1.528624 -1.997800 0.1 0.0 0.0 -0.183
C 1.863414 0.844433 -3.136439 0.0 0.0 0.0 -0.056
C 0.663836 4.777163 1.472644 0.0 0.0 0.0 -0.098
C 3.398250 2.169798 -1.862601 0.0 0.0 0.0 -0.048
C -0.701178 0.133971 3.135177 0.0 0.0 0.0 -0.162
C -2.024413 -2.961303 -1.204315 0.1 0.1 0.0 -0.196
C -1.897896 -0.753884 -3.302186 0.0 0.0 0.0 -0.181
C 2.695880 0.981951 -2.033697 0.0 0.0 0.0 -0.229
C 1.750243 -5.066570 -1.462835 0.0 0.0 0.0 -0.112
H -5.347799 1.259735 -1.561272 0.0 -0.1 -0.1 0.012
H -0.017803 -10.076011 0.546902 0.0 0.0 0.0 0.082
H 0.364130 3.273316 -2.000885 0.0 0.0 0.0 0.088
H 0.956710 -7.583277 -1.689737 0.0 0.0 0.0 0.112
H -1.007896 -8.016532 2.063295 0.0 0.0 0.0 0.123
H -1.711780 -5.464367 2.992537 0.0 0.0 0.0 0.088
H -4.669433 -2.479027 -2.518074 0.0 0.0 0.0 0.028
H 1.893578 -5.663119 -2.361621 0.0 0.0 0.0 0.073
H -1.501829 -9.517864 -0.211297 0.0 0.0 0.0 0.083
H -2.518524 -3.340774 -0.309142 0.0 0.0 0.1 0.036
H 3.353357 0.051459 1.515030 0.0 0.0 0.0 0.138
H -1.777491 0.110157 3.121368 -0.1 0.0 0.0 0.100
H -2.014841 -1.530637 -4.059769 0.0 0.0 0.0 0.034
H 0.789367 2.709585 2.037823 0.0 0.0 0.1 0.102
H -2.409444 3.624480 -1.929096 0.0 0.1 0.0 0.027
H -3.193807 2.258022 1.887957 -0.1 0.0 0.1 0.030
H 2.383277 0.229598 4.281333 0.1 0.0 0.0 0.100
H -2.723269 -0.415351 0.603446 0.0 -0.1 0.0 0.008
H -0.027496 -9.664254 -1.168503 0.0 0.0 0.0 0.073
H 1.211373 -4.156319 -1.730448 0.0 0.0 0.0 0.047
H -2.167305 -3.691455 -2.001899 -0.1 0.0 -0.1 0.035
H 1.076346 1.757621 -4.908437 0.0 0.0 0.0 0.106
H 3.848147 -0.184067 -0.641851 -0.1 0.0 0.0 0.122
H -0.830442 -0.571315 -3.171398 0.1 0.0 0.0 -0.009
H -3.183779 3.715605 0.902530 0.0 0.1 0.0 0.034
H -2.342946 0.161763 -3.690278 0.0 0.1 0.0 0.019
H -0.174847 -4.681451 3.347620 0.0 0.0 0.0 -0.003
H -1.679389 2.846637 1.218398 -0.1 0.0 0.0 -0.011
H -0.444090 -6.365041 3.813872 0.0 0.0 0.0 0.080
H 0.260224 5.741591 -1.745513 0.0 0.0 0.0 0.106
H 2.352516 3.853730 -4.603380 0.0 0.0 0.0 0.103
H -5.416367 1.037831 0.182967 0.0 0.0 0.1 0.032
H 2.728503 -4.756318 -1.093668 0.0 0.0 0.0 0.064
H 1.321502 -0.081112 -3.282151 0.0 -0.1 0.0 0.094
H -3.166401 2.367801 -2.899875 -0.1 0.0 -0.1 0.028
H 2.600428 -1.090022 -1.511318 0.1 0.0 0.0 0.115
H -0.953940 -2.906305 -0.997233 0.1 0.0 0.0 -0.037
H -4.974736 -0.749161 -2.618148 0.0 0.1 0.0 0.019
H 0.758477 5.156772 2.478464 0.0 0.0 0.0 0.105
H -5.366362 2.659501 -0.497457 0.0 0.1 0.0 0.030
H -5.104001 -1.576388 -1.069082 0.0 0.0 0.1 0.032
H -1.498558 2.181218 -2.380185 0.1 0.0 0.0 -0.002
H 3.836548 4.114422 -2.641831 0.0 0.0 0.0 0.106
H -0.136236 0.235541 5.266799 0.0 0.0 0.1 0.088
H 4.041241 2.289070 -0.999153 0.0 0.0 0.0 0.116
```
Forces are in eV/Å.

=====

Record-wise largest force on an atom values, in hartree/bohr: 0.0864; 0.0036; 0.0042
Record-wise E_tot values, in eV: -6922.1445; -78878.2245; -136205.3021